DFT (ωB97M-V/def2-TZVPD) results for one molecule with the formula C2H4N4O.

Geometry as ORCA input:
```
! wB97M-V def2-TZVPD RIJCOSX def2/J DEFGRID3
* xyz 0 1
C 1.183 0.615 0.184
C -0.295 0.337 0.217
H 1.570 -0.837 -1.226
H 1.138 1.546 -0.341
H 1.465 0.653 1.289
H -0.522 -1.848 0.472
N -1.218 1.230 -0.123
N -2.274 0.418 -0.298
N -2.130 -0.820 -0.012
N -0.814 -0.852 0.145
O 1.896 -0.441 -0.306
*
```

Calculated values
Energy   -372.78231 hartree
Max |F|   7.17 eV/Å
Energy relative to the best compared isomer or geometry (same formula, charge and spin)   3.212 eV
SMILES   OCc1nnn[nH]1
HOMO   -10.22 eV